Record 1
76
Properties=species:S:1:pos:R:3:mulliken_charge:R:1 method="wB97M-V/def2-TZVPD" energy_ev=-130614.5312 homo_lumo_gap_ev="3.021 / 2.892" total_charge=+1 homo_energy_ev="-8.78 / -8.78" spin_multiplicity=2
C 2.424 0.539 -0.719 -1.132
C 1.839 1.730 -1.515 -0.207
O 1.974 1.541 -2.936 -0.478
C 0.777 1.335 -3.613 -0.920
C -0.015 0.079 -3.165 -0.382
C -1.222 0.392 -2.286 1.042
C -2.645 0.238 -2.830 -1.252
C -3.356 0.792 -1.591 -0.392
S -5.152 0.628 -1.572 1.625
C -5.723 -0.013 -0.011 -1.043
O -5.594 -0.245 -2.630 -0.740
O -5.766 1.918 -1.704 -0.642
C -2.522 0.116 -0.483 0.310
O -2.769 -0.081 0.656 -0.588
O -1.316 -0.280 -1.026 -0.427
H 2.879 -0.115 -1.449 0.507
H 1.649 -0.006 -0.192 0.488
H 3.173 0.913 -0.033 0.378
H 0.818 1.987 -1.224 -0.068
H 2.447 2.599 -1.269 0.465
H 0.162 2.244 -3.585 0.411
H 1.038 1.187 -4.662 0.312
H 0.668 -0.563 -2.601 0.562
H -0.301 -0.476 -4.078 -0.053
H -1.154 1.466 -2.092 0.114
H -2.778 0.893 -3.692 0.285
H -2.908 -0.803 -3.070 0.594
H -3.122 1.859 -1.579 0.120
H -6.720 0.412 0.078 0.454
H -5.751 -1.098 -0.043 0.383
H -5.142 0.377 0.822 0.242
Li -1.549 -1.838 -4.106 0.989
Cl 4.521 -1.182 0.789 0.128
C -2.927 8.292 -1.496 -0.521
O -2.582 7.238 -0.582 -0.324
C -3.476 6.279 -0.456 0.926
O -4.541 6.197 -1.042 -0.596
O -3.027 5.385 0.412 -0.334
C -3.917 4.289 0.639 -0.426
H -2.100 8.995 -1.487 0.231
H -3.051 7.902 -2.504 0.173
H -3.832 8.800 -1.169 0.302
H -4.097 3.745 -0.288 0.088
H -4.858 4.630 1.065 0.330
H -3.433 3.627 1.353 0.268
C -2.922 -0.617 3.899 -0.292
N -4.233 -0.342 4.543 0.953
O -5.143 0.039 3.824 -0.539
O -4.309 -0.517 5.736 -0.523
H -3.012 -0.415 2.841 -0.043
H -2.185 0.037 4.357 0.306
H -2.682 -1.661 4.076 0.274
Cl 2.815 -2.189 -0.318 -0.110
Be -4.592 5.705 -3.225 -0.091
N -6.529 -2.784 4.802 1.159
O -6.948 -2.401 5.889 -0.322
O -7.287 -2.810 3.845 -0.417
O -5.365 -3.138 4.690 -0.424
O 7.292 -3.290 0.414 -0.621
S 7.440 -4.551 1.074 1.228
O 7.277 -4.657 2.488 -0.608
O 8.822 -5.193 0.652 -0.260
C 10.029 -4.419 0.865 -0.335
C 10.429 -4.356 2.325 -0.987
C 6.405 -5.749 0.301 -0.936
H 9.906 -3.421 0.442 0.313
H 10.805 -4.921 0.292 0.270
H 9.698 -3.805 2.915 0.306
H 11.392 -3.855 2.428 0.386
H 10.501 -5.357 2.747 0.268
H 6.545 -5.697 -0.776 0.320
H 5.379 -5.502 0.565 0.302
H 6.662 -6.734 0.681 0.346
O 1.155 -5.574 -1.265 -0.627
V 1.629 -4.242 -0.574 0.995
F 4.006 0.492 2.430 -0.489

---

Record 2
58
Properties=species:S:1:pos:R:3:mulliken_charge:R:1 method="wB97M-V/def2-TZVPD" energy_ev=-108592.1760 homo_lumo_gap_ev=7.841 total_charge=+1 homo_energy_ev=-11.18
C -0.437 3.605 0.788 -1.012
C -0.729 2.651 1.962 -0.122
Br -2.640 2.382 2.172 -0.121
C 0.028 1.322 1.912 -0.925
N -0.469 0.296 0.993 0.770
F -1.444 -0.443 1.628 -0.219
C -0.810 0.517 -0.323 -0.576
N -2.132 0.314 -0.693 -0.380
N 0.133 0.813 -1.178 0.489
C 1.574 0.763 -0.854 -1.076
C 2.092 -0.574 -0.285 -0.742
C 1.358 -1.825 -0.739 -0.541
O 1.703 -2.078 -2.089 -0.431
C -0.228 1.182 -2.565 -1.485
C -0.343 -0.024 -3.513 -0.290
C 0.876 -0.219 -4.430 -1.069
I 0.413 0.051 -6.496 0.083
H -0.162 4.591 1.162 0.361
H 0.383 3.238 0.169 0.178
H -1.312 3.740 0.153 0.324
H -0.423 3.127 2.893 0.594
H 1.070 1.535 1.659 0.311
H 0.042 0.841 2.889 0.518
H -2.664 1.175 -0.775 0.321
H -2.220 -0.231 -1.543 0.310
H 2.086 0.983 -1.788 0.874
H 1.811 1.587 -0.178 0.255
H 2.165 -0.545 0.803 0.389
H 3.113 -0.663 -0.664 0.553
H 0.269 -1.719 -0.648 0.240
H 1.641 -2.656 -0.086 0.490
H 1.677 -3.035 -2.243 0.318
H -1.146 1.767 -2.536 0.458
H 0.555 1.858 -2.914 0.667
H -0.508 -0.944 -2.946 0.199
H -1.234 0.136 -4.124 0.654
H 1.296 -1.214 -4.331 0.294
H 1.667 0.499 -4.220 0.430
C -4.404 2.119 5.608 -0.802
C -5.076 3.368 6.131 0.808
O -4.457 4.201 6.748 -0.540
C -6.548 3.521 5.837 -1.063
H -3.354 2.130 5.891 0.267
H -4.884 1.227 6.015 0.350
H -4.486 2.083 4.520 0.044
H -7.104 2.683 6.262 0.320
H -6.718 3.514 4.758 0.296
H -6.914 4.453 6.259 0.296
C 5.127 -4.326 -1.670 -0.878
C 4.110 -4.970 -2.577 0.802
O 3.000 -4.503 -2.717 -0.554
C 4.537 -6.214 -3.304 -1.177
H 4.703 -3.436 -1.209 0.063
H 5.438 -5.031 -0.898 0.349
H 6.015 -4.054 -2.242 0.341
H 4.829 -6.982 -2.585 0.332
H 5.409 -6.002 -3.926 0.344
H 3.725 -6.582 -3.924 0.309

---

Record 3
53
Properties=species:S:1:pos:R:3:mulliken_charge:R:1 method="wB97M-V/def2-TZVPD" energy_ev=-51464.7551 e_above_lowest_ev=1.975 homo_lumo_gap_ev="5.612 / 6.336" homo_energy_ev="-5.18 / -8.45" spin_multiplicity=3
P 0.590 -0.232 -0.993 0.288
P 1.562 2.922 -0.306 0.898
C 0.722 1.228 -2.090 -0.808
C 2.075 1.661 -1.578 -1.495
H -0.164 1.819 -1.779 0.245
H 0.660 1.063 -3.179 0.566
H 2.619 0.857 -0.988 0.434
H 2.709 2.016 -2.392 0.616
C 0.046 3.860 -0.760 -1.506
H 0.038 4.767 -0.160 0.426
H -0.899 3.366 -0.533 0.415
H 0.113 4.151 -1.808 0.482
C 2.943 4.042 -0.710 -1.309
H 2.475 4.848 -1.278 0.411
H 3.759 3.631 -1.322 0.421
H 3.380 4.341 0.237 0.364
C -0.727 -0.844 -2.390 -1.346
H -1.159 -1.831 -2.366 0.150
H -0.255 -0.780 -3.392 0.535
H -1.539 -0.126 -2.396 0.347
C 1.806 -1.400 -2.166 -1.556
H 2.784 -1.386 -1.678 0.406
H 1.827 -0.955 -3.189 0.452
H 1.403 -2.427 -2.229 0.453
Pt 1.537 1.658 1.231 0.621
C -2.789 -1.122 0.326 -0.157
C -3.686 -2.163 0.146 -0.600
C -3.643 -3.577 0.592 -0.789
C -2.234 -4.266 0.693 -0.592
C -1.171 -3.801 -0.218 -0.530
C -0.207 -2.997 0.289 -0.666
C -0.491 -2.006 1.437 -1.130
C -1.790 -1.027 1.419 -0.186
C 2.245 0.800 3.004 -1.325
H -2.940 -0.215 -0.258 0.442
H -4.555 -2.055 -0.465 0.380
H -4.277 -4.159 -0.124 0.375
H -4.153 -3.729 1.566 0.314
H -1.905 -4.014 1.722 0.222
H -2.360 -5.345 0.539 0.437
H -1.186 -4.121 -1.241 0.429
H 0.761 -2.882 -0.143 0.996
H 0.351 -1.270 1.462 0.140
H -0.561 -2.475 2.427 0.603
H -2.297 -1.164 2.396 0.550
H -1.439 0.022 1.472 -0.175
H 2.818 1.631 3.454 0.368
H 2.942 -0.044 2.884 0.339
H 1.437 0.569 3.722 0.361
Cl -0.769 2.977 2.959 -0.221
C 0.953 3.117 2.634 -1.066
H 1.083 3.995 2.020 0.421
H 1.557 3.072 3.503 0.552

---

Record 4
53
Properties=species:S:1:pos:R:3:mulliken_charge:R:1 method="wB97M-V/def2-TZVPD" energy_ev=-50405.7663 homo_lumo_gap_ev="6.889 / 7.045" total_charge=+2 homo_energy_ev="-14.94 / -15.46" spin_multiplicity=4
P -2.087 0.729 -1.496 1.649
P -0.790 -0.331 2.765 1.141
C -0.532 -1.423 0.214 0.379
C -0.641 -1.930 1.643 -1.285
H 0.459 -1.943 -0.139 -0.246
H -1.356 -1.950 -0.330 0.169
H -1.533 -2.571 1.767 0.661
H 0.180 -2.609 1.889 0.420
C 0.456 0.640 3.742 -1.380
H 0.170 0.791 4.795 0.478
H 0.685 1.654 3.364 0.433
H 1.394 0.064 3.734 0.394
C -1.726 -1.360 3.951 -1.115
H -0.892 -1.889 4.429 0.406
H -2.346 -2.078 3.376 0.375
H -2.373 -0.830 4.671 0.428
C -1.482 1.225 -3.159 -1.456
H -2.266 1.198 -3.925 0.515
H -0.717 0.446 -3.352 0.269
H -1.024 2.206 -3.122 0.356
C -2.787 -0.870 -2.172 -1.472
H -2.899 -1.633 -1.401 0.413
H -2.039 -1.200 -2.905 0.428
H -3.748 -0.765 -2.693 0.459
Tc -0.184 0.829 -0.064 -0.529
C 2.477 -0.727 0.717 0.838
C 2.263 0.626 0.779 -0.957
C 3.171 1.592 0.063 -0.779
C 3.015 1.386 -1.495 -0.996
C 1.615 0.923 -1.757 -0.730
C 1.338 -0.376 -2.048 1.082
C 2.139 -1.598 -1.708 -1.308
C 3.037 -1.500 -0.402 -0.989
C -3.697 1.602 -1.480 -1.294
H 2.444 -1.280 1.689 0.477
H 1.899 1.041 1.738 0.101
H 4.234 1.436 0.375 0.301
H 2.937 2.644 0.331 0.422
H 3.234 2.349 -1.968 0.433
H 3.819 0.709 -1.854 0.329
H 0.929 1.706 -2.101 0.274
H 0.542 -0.609 -2.770 0.398
H 2.812 -1.891 -2.556 0.490
H 1.435 -2.471 -1.598 0.454
H 3.196 -2.539 -0.044 0.381
H 4.029 -1.150 -0.702 0.454
H -4.445 0.867 -1.185 0.471
H -3.850 1.878 -2.552 0.445
H -3.852 2.429 -0.755 0.348
Cl -0.783 3.185 0.520 -0.292
C -1.588 0.810 1.744 -1.514
H -1.843 1.738 2.394 0.436
H -2.429 0.821 1.041 0.835

---

Record 5
51
Properties=species:S:1:pos:R:3:mulliken_charge:R:1 method="wB97M-V/def2-TZVPD" energy_ev=-20102.5519 e_above_lowest_ev=0.000 homo_lumo_gap_ev=10.779 total_charge=+1 homo_energy_ev=-12.75
C 3.462 1.754 0.491 -0.659
C 3.487 1.334 -0.976 -0.953
C 2.150 0.812 -1.503 -0.601
C 1.795 -0.580 -0.975 -0.875
N 1.042 -0.624 0.295 0.217
C 1.432 0.425 1.250 -0.853
C 2.935 0.670 1.429 -0.927
H 3.494 -0.255 1.285 0.293
H 3.105 0.992 2.457 0.361
H 0.974 1.365 0.929 0.162
H 0.992 0.156 2.213 0.666
C 1.158 -1.957 0.908 -0.900
C 0.555 -3.096 0.085 -0.693
H 0.976 -3.115 -0.920 0.251
H 0.862 -4.023 0.572 0.469
C -0.973 -3.105 0.010 -0.692
H -1.382 -3.035 1.019 0.249
H -1.281 -4.074 -0.386 0.441
C -1.587 -2.049 -0.907 -0.738
N -1.511 -0.662 -0.386 1.341
C -2.493 -0.473 0.706 -0.645
H -2.439 -1.354 1.345 0.471
H -3.495 -0.434 0.275 0.473
C -2.236 0.765 1.561 -0.332
H -2.554 0.550 2.582 0.524
H -1.164 0.953 1.601 -0.216
C -2.973 2.023 1.096 -0.817
C -2.987 2.224 -0.421 -0.990
C -1.707 1.766 -1.119 -0.323
C -1.711 0.289 -1.503 -0.992
H -0.910 0.113 -2.224 0.554
H -2.663 0.054 -1.990 0.561
H -1.604 2.321 -2.053 0.486
H -0.839 2.004 -0.505 -0.005
H -3.837 1.701 -0.864 0.351
H -3.140 3.285 -0.620 0.380
H -2.500 2.882 1.574 0.401
H -4.005 1.990 1.449 0.337
H -0.433 -0.541 -0.013 -0.429
H -2.638 -2.291 -1.088 0.391
H -1.069 -2.083 -1.868 0.432
H 2.212 -2.195 1.097 0.437
H 0.650 -1.924 1.876 0.416
H 1.185 -1.091 -1.725 0.405
H 2.726 -1.151 -0.875 0.645
H 1.354 1.527 -1.295 0.050
H 2.232 0.730 -2.588 0.408
H 4.246 0.561 -1.120 0.321
H 3.786 2.195 -1.575 0.385
H 4.476 2.018 0.791 0.412
H 2.846 2.649 0.605 0.348

---

Record 6
61
Properties=species:S:1:pos:R:3:mulliken_charge:R:1 method="wB97M-V/def2-TZVPD" energy_ev=-66513.3687 homo_lumo_gap_ev=9.033 homo_energy_ev=-8.74
O 1.125 -0.678 4.127 -0.565
S 0.423 -0.390 2.925 1.138
O -0.273 -1.451 2.268 -0.616
C -0.754 0.907 3.278 -0.715
C -0.148 2.307 3.156 -0.551
C 0.391 2.429 1.737 -0.922
C 1.628 1.584 1.554 0.010
P 3.118 2.253 2.448 0.158
S 3.471 1.636 4.251 -0.344
O 1.413 0.185 1.794 -0.350
H -1.552 0.801 2.545 0.389
H -1.135 0.681 4.269 0.457
H -0.912 3.056 3.352 0.346
H 0.643 2.411 3.899 0.259
H -0.378 2.101 1.034 0.360
H 0.636 3.461 1.489 0.405
H 1.919 1.656 0.502 0.350
H 2.973 3.647 2.402 0.046
H 4.179 1.938 1.591 0.079
O -3.152 0.131 -2.839 -0.607
C -2.495 -0.778 -2.411 0.657
O -1.459 -0.496 -1.597 -0.327
C -0.735 -1.511 -0.881 0.813
C 0.371 -2.118 -1.716 -1.138
C -2.757 -2.213 -2.804 -0.599
H -1.420 -2.263 -0.490 0.078
H -0.318 -1.001 -0.023 -0.475
H -0.017 -2.632 -2.596 0.358
H 0.937 -2.835 -1.120 0.358
H 1.050 -1.338 -2.061 0.312
H -2.243 -2.421 -3.742 0.284
H -3.825 -2.333 -2.961 0.328
H -2.443 -2.942 -2.061 -0.005
O -3.814 -5.885 -2.716 -0.561
C -4.143 -5.808 -1.566 0.770
O -5.422 -5.494 -1.277 -0.366
C -5.953 -5.545 0.050 -0.420
C -5.699 -4.262 0.815 -0.874
C -3.144 -5.973 -0.441 -0.752
H -5.577 -6.421 0.580 0.361
H -7.022 -5.693 -0.090 0.316
H -4.634 -4.083 0.959 0.217
H -6.173 -4.308 1.796 0.352
H -6.109 -3.414 0.268 0.291
H -2.655 -5.015 -0.266 0.039
H -2.395 -6.692 -0.762 0.325
H -3.571 -6.324 0.495 0.319
O 3.511 2.664 -1.603 -0.536
C 4.230 3.615 -1.465 0.809
O 3.785 4.656 -0.735 -0.366
C 4.619 5.752 -0.337 -0.403
C 4.703 6.821 -1.405 -1.042
C 5.579 3.699 -2.140 -1.092
H 5.603 5.392 -0.034 0.373
H 4.137 6.150 0.554 0.342
H 5.170 6.445 -2.315 0.276
H 5.288 7.667 -1.044 0.371
H 3.705 7.172 -1.664 0.313
H 5.434 4.079 -3.151 0.292
H 5.986 2.694 -2.201 0.316
H 6.300 4.328 -1.625 0.365

---

Record 7
57
Properties=species:S:1:pos:R:3:mulliken_charge:R:1 method="wB97M-V/def2-TZVPD" energy_ev=-42555.1526 homo_lumo_gap_ev=5.554 total_charge=-1 homo_energy_ev=-2.72
Au -0.094 0.729 0.014 0.583
C 1.500 -1.000 -3.253 -1.128
Si -0.142 0.022 -3.232 -0.038
C -0.845 -0.395 -4.977 -1.312
C 0.422 1.843 -3.419 -1.055
N -1.015 -0.131 -1.795 -0.032
C -2.178 -0.810 -1.500 0.782
C -3.002 -1.266 -2.522 -0.361
C -4.204 -1.918 -2.304 -0.805
C -4.624 -2.124 -1.007 -1.015
C -3.819 -1.692 0.034 -0.365
C -2.593 -1.049 -0.150 0.464
N -1.810 -0.667 0.915 0.087
Si -2.204 -0.844 2.541 -0.140
C -0.756 -0.248 3.646 -1.054
C -3.706 0.157 3.224 -1.203
C -2.496 -2.639 3.204 -1.189
H 2.037 -0.860 -4.187 0.427
H 1.326 -2.068 -3.136 0.379
H 2.160 -0.678 -2.453 0.168
H -0.129 -0.139 -5.755 0.349
H -1.757 0.161 -5.178 0.355
H -1.070 -1.453 -5.077 0.362
H 1.035 1.982 -4.305 0.313
H 1.003 2.152 -2.557 0.266
H -0.430 2.510 -3.496 0.320
H -2.688 -1.092 -3.536 0.192
H -4.796 -2.257 -3.145 0.357
H -5.569 -2.613 -0.797 0.356
H -4.147 -1.864 1.047 0.171
H -0.518 0.794 3.472 0.171
H 0.145 -0.836 3.501 0.243
H -1.029 -0.345 4.692 0.455
H -3.619 1.200 2.938 0.330
H -3.787 0.118 4.308 0.328
H -4.643 -0.203 2.809 0.345
H -1.659 -3.281 2.946 0.328
H -3.379 -3.091 2.764 0.395
H -2.614 -2.669 4.284 0.359
N 1.570 0.996 1.630 -0.349
C 2.939 0.690 1.231 -0.480
C 3.591 -0.463 2.010 -0.719
C 2.863 -1.806 1.864 -0.253
C 2.479 -2.167 0.422 -0.993
N 1.201 -1.579 0.092 -0.064
H 1.536 1.672 2.383 0.261
H 1.112 0.152 1.953 -0.141
H 3.557 1.586 1.346 0.500
H 2.916 0.428 0.175 0.004
H 3.646 -0.207 3.075 0.316
H 4.616 -0.573 1.643 0.398
H 1.940 -1.798 2.447 -0.005
H 3.501 -2.588 2.282 0.389
H 2.487 -3.268 0.322 0.458
H 3.227 -1.779 -0.276 0.399
H 0.434 -1.978 0.622 0.015
H 0.969 -1.673 -0.888 0.072

---

Record 8
64
Properties=species:S:1:pos:R:3:mulliken_charge:R:1 method="wB97M-V/def2-TZVPD" energy_ev=-43735.6319 homo_lumo_gap_ev=6.584 total_charge=-1 homo_energy_ev=-4.34
C 1.130 2.040 -1.158 -0.456
C -0.315 2.046 -0.351 -0.271
B -1.604 2.458 -1.285 -0.445
O -1.420 2.309 -2.768 -0.588
B -3.056 3.041 -0.763 0.804
C -4.125 1.893 -0.257 -0.339
C -5.236 1.511 -1.431 0.388
O -5.351 0.318 -2.020 -0.550
F -6.231 2.566 -1.846 -0.288
H 1.128 2.659 -2.151 0.200
H 1.391 0.889 -1.325 0.002
H 2.015 2.460 -0.478 0.148
H -0.467 0.964 0.086 0.213
H -0.196 2.800 0.554 0.000
H -1.039 3.203 -3.080 0.267
H -3.535 3.639 -1.681 -0.253
H -2.883 3.840 0.112 -0.285
H -3.626 0.947 0.226 0.237
H -4.764 2.398 0.615 0.177
C -6.234 -6.404 -1.566 -1.079
C -5.878 -6.465 -3.042 -0.172
O -6.362 -5.310 -3.739 -0.358
C -5.652 -4.170 -3.555 0.750
O -4.652 -4.049 -2.863 -0.558
O -6.262 -3.175 -4.246 -0.358
C -5.673 -1.892 -4.046 -0.583
H -7.312 -6.256 -1.436 0.283
H -5.937 -7.325 -1.057 0.346
H -5.738 -5.564 -1.071 0.316
H -6.365 -7.335 -3.493 0.276
H -4.798 -6.585 -3.194 0.300
H -4.599 -1.911 -4.258 0.279
H -5.861 -1.553 -3.023 0.355
H -6.147 -1.189 -4.737 0.246
C 7.794 0.518 -0.440 -1.233
C 6.796 0.926 0.632 -0.191
O 5.451 0.670 0.210 -0.237
C 5.056 -0.626 0.251 0.682
O 5.735 -1.574 0.617 -0.591
O 3.783 -0.696 -0.213 -0.162
C 3.285 -2.027 -0.324 -0.751
H 7.554 1.003 -1.392 0.298
H 8.811 0.794 -0.147 0.373
H 7.769 -0.561 -0.619 0.315
H 6.875 2.003 0.805 0.354
H 7.003 0.429 1.588 0.304
H 3.384 -2.569 0.622 0.307
H 3.809 -2.554 -1.128 0.313
H 2.223 -1.973 -0.580 0.239
C 4.001 0.395 4.931 -1.263
C 3.695 0.878 3.524 0.192
O 2.412 1.514 3.462 -0.341
C 2.352 2.769 3.970 0.713
O 3.282 3.394 4.460 -0.581
O 1.071 3.205 3.871 -0.284
C 0.849 4.478 4.472 -0.677
H 3.195 -0.249 5.300 0.307
H 4.941 -0.163 4.954 0.371
H 4.082 1.231 5.631 0.335
H 3.655 0.017 2.849 0.126
H 4.477 1.548 3.146 0.244
H 1.547 5.228 4.084 0.298
H 0.936 4.395 5.560 0.295
H -0.168 4.797 4.229 0.237